P | Density functional theory data (ωB97M-V/def2-TZVPD) for a 2-piece molecular cluster, C2H6O2S overall.

Cartesian coordinates (Å):
O 2.31779 0.91824 1.54509
C 2.13411 -0.20551 1.90750
O 0.98941 -0.89814 1.75914
H 2.89896 -0.80355 2.38812
H 0.53976 -0.55950 0.96777
C -1.54453 0.76593 -1.35965
S -0.82849 -0.77369 -2.10668
H -0.68848 1.34975 -1.03874
H -2.04529 1.30356 -2.15188
H -2.30516 0.49835 -0.64455
H -1.46806 -1.59544 -1.26612

SMILES = O=CO.CS
Highest occupied orbital energy = -0.3451 hartree
Total charge = 0

---

Q | Density functional theory data (ωB97M-V/def2-TZVPD) for a 2-piece molecular cluster, C2H6O2S overall.

Cartesian coordinates (Å):
O 0.05919 -1.70612 -1.62262
C -0.49246 -0.87945 -2.27920
O -0.79985 0.32591 -1.72113
H -0.75392 -0.91511 -3.34519
H -1.35641 0.86653 -2.27274
C -0.56714 0.00806 1.71403
S 0.99034 0.99184 1.71872
H -0.98387 -0.05579 0.71535
H -0.34535 -0.98985 2.06374
H -1.25562 0.58563 2.32191
H 1.40305 0.34888 2.81211

SMILES = O=CO.CS
Highest occupied orbital energy = -0.3196 hartree
Total charge = 0

---

Comparing the structures above, P comes out on top by 0.103 eV.